Computed, not measured: C30H30FIN6O8RuS2 as an isolated structure, with ωB97M-V with the def2-TZVPD basis set.

Properties
E   -91984.132 eV
Charge   +1
2S+1   2
Frontier orbital gap (spin up / spin down)   5.935 / 5.894 eV
Energy relative to the best compared isomer or geometry (same formula, charge and spin)   75.60 kJ/mol

Each line ends with the Mulliken charge.
Element x y z (Å)
Ru -0.077 -0.017 0.059  0.75
C -1.988 0.331 3.386  -1.02
C -0.517 0.244 3.226  0.09
N 0.180 0.082 2.108  0.48
C 1.507 0.079 2.446  -0.06
C 1.637 0.233 3.786  -0.12
N 0.354 0.337 4.254  -0.07
C 2.776 0.283 4.737  0.50
O 3.981 0.163 4.220  -0.53
O 2.549 0.418 5.914  -0.61
C 2.481 -0.076 1.357  1.02
O 3.682 -0.146 1.591  -0.88
O 1.945 -0.148 0.181  -0.40
H -2.463 0.361 2.409  0.04
H -2.254 1.242 3.923  0.37
H -2.363 -0.525 3.950  0.31
H 0.148 0.467 5.234  0.26
H 3.950 0.052 3.228  0.44
F -0.280 -2.508 -6.283  -0.36
C -0.285 -1.196 -5.946  0.09
C -0.224 -0.887 -4.621  -0.49
C -0.203 0.443 -4.200  0.83
C -0.152 0.759 -2.773  2.03
O -0.224 -0.200 -1.972  -0.79
C -0.041 2.137 -2.437  -0.05
C -0.047 3.052 -3.448  -0.76
N -0.186 2.770 -4.759  0.26
C -0.165 3.846 -5.725  -0.22
C -1.410 4.164 -6.502  -0.49
C -0.931 5.094 -5.428  -0.98
C -0.243 1.447 -5.167  -0.36
C -0.349 1.110 -6.523  -0.93
C -0.356 -0.207 -6.948  -0.74
N -0.505 -0.500 -8.330  0.20
C 0.145 0.365 -9.306  -0.60
C -0.819 0.565 -10.482  -0.78
N -1.702 -0.651 -10.547  -0.14
C -0.876 -1.877 -10.299  -0.74
C -0.515 -1.885 -8.807  -0.78
C 0.100 2.741 -1.049  0.17
O 0.232 3.945 -0.962  -0.75
O 0.049 1.948 -0.031  -0.53
H -0.166 -1.681 -3.890  0.62
H 0.062 4.095 -3.185  0.80
H 0.785 3.945 -6.238  0.41
H -2.301 3.587 -6.291  0.24
H -1.296 4.457 -7.538  0.31
H -1.508 5.117 -4.514  0.36
H -0.485 6.038 -5.702  0.25
H -0.450 1.912 -7.237  0.66
H 1.087 -0.078 -9.650  0.31
H 0.388 1.331 -8.880  0.44
H -0.290 0.656 -11.428  0.37
H -1.462 1.432 -10.344  0.44
H -2.214 -0.697 -11.427  0.34
H -2.372 -0.579 -9.778  0.37
H -0.001 -1.810 -10.943  0.33
H -1.441 -2.763 -10.575  0.39
H 0.444 -2.394 -8.676  0.44
H -1.268 -2.443 -8.258  0.54
I 2.397 -5.408 -0.552  0.12
C 0.722 -4.263 -0.125  -0.64
C -0.500 -4.854 0.152  -0.04
C -1.584 -4.035 0.425  -1.05
C -1.414 -2.665 0.416  -0.43
N -0.224 -2.103 0.157  0.37
C 0.827 -2.882 -0.116  -0.37
H -0.607 -5.930 0.148  0.41
H -2.556 -4.452 0.645  0.48
H -2.229 -1.981 0.614  0.61
H 1.759 -2.372 -0.323  0.71
C -5.435 -1.674 0.396  -0.89
O -4.243 -0.892 0.543  -0.21
C -3.733 -0.275 -0.529  0.10
S -4.313 -0.453 -2.055  -0.31
S -2.411 0.800 -0.111  -0.11
H -5.514 -2.257 1.309  0.25
H -5.369 -2.318 -0.478  0.37
H -6.295 -1.014 0.290  0.34